62
Properties=species:S:1:pos:R:3 method="wB97M-V/def2-TZVPD" smiles="COc1ccc(CN(CC(=O)NC2CCCC2)C(=O)CN2C(=O)COc3ccccc32)cc1" energy_ev=-41104.9471 e_above_lowest_kj_mol=65.9
C 4.8639 -2.3895 4.1133
O 3.5709 -1.8382 4.1739
C 3.0925 -1.1893 3.0790
C 3.8121 -0.9489 1.9131
C 3.2110 -0.2932 0.8539
C 1.8930 0.1341 0.9247
C 1.2809 0.8359 -0.2665
N -0.1604 0.9353 -0.1986
C -0.6919 2.1416 0.4177
C -0.8670 3.2365 -0.6490
O -0.0872 4.1597 -0.7638
N -1.9398 3.0307 -1.4245
C -2.2753 3.8551 -2.5644
C -2.1548 3.0537 -3.8805
C -3.5269 3.1397 -4.5542
C -4.4920 3.3282 -3.3878
C -3.7427 4.3111 -2.4929
C -1.0281 0.0536 -0.7136
O -2.2366 0.2644 -0.7227
C -0.4889 -1.2228 -1.3535
N 0.3686 -2.0522 -0.5300
C 1.6142 -2.3368 -0.9859
O 2.0852 -1.8222 -1.9819
C 2.3639 -3.4096 -0.2169
O 2.0978 -3.4637 1.1623
C 0.7896 -3.2791 1.5089
C 0.3749 -3.7477 2.7457
C -0.9338 -3.5675 3.1544
C -1.8323 -2.9267 2.3209
C -1.4231 -2.4420 1.0902
C -0.1073 -2.6017 0.6745
C 1.1830 -0.0985 2.0963
C 1.7735 -0.7459 3.1606
H 5.6280 -1.6149 3.9901
H 5.0153 -2.8924 5.0672
H 4.9478 -3.1185 3.3011
H 4.8354 -1.2740 1.8132
H 3.7751 -0.1207 -0.0513
H 1.5832 0.3245 -1.1842
H 1.6727 1.8575 -0.3292
H -1.6582 1.9078 0.8715
H 0.0065 2.4910 1.1783
H -2.4840 2.1869 -1.2815
H -1.5849 4.7011 -2.5335
H -1.9190 2.0152 -3.6419
H -1.3606 3.4393 -4.5169
H -3.5697 4.0113 -5.2091
H -3.7500 2.2544 -5.1473
H -4.6386 2.3806 -2.8674
H -5.4639 3.7049 -3.7022
H -4.1062 4.3164 -1.4665
H -3.8329 5.3204 -2.8949
H -1.3612 -1.8028 -1.6753
H 0.0964 -0.9602 -2.2419
H 2.1143 -4.3760 -0.6900
H 3.4369 -3.2396 -0.3281
H 1.1000 -4.2401 3.3730
H -1.2490 -3.9322 4.1195
H -2.8575 -2.7895 2.6274
H -2.1355 -1.9263 0.4688
H 0.1514 0.2078 2.1813
H 1.2213 -0.9357 4.0669